Record 1
75
Properties=species:S:1:pos:R:3:lowdin_charge:R:1 method="wB97M-V/def2-TZVPD" s2=2.03 homo_energy_ev="-14.68 / -14.68" multiplicity=3 energy_ev=-81770.5189 total_charge=+3
Au -0.176 -0.031 -0.365 0.60
P -1.592 1.982 -0.170 0.72
P -1.882 -1.410 0.819 0.75
P 1.576 1.154 -1.589 0.74
H -1.110 -2.074 -2.164 0.06
C -0.114 -1.628 -2.090 -0.14
C 0.757 -1.965 -1.025 -0.22
H 0.487 -2.759 -0.325 0.03
C -2.679 2.037 -1.633 -0.24
C -2.774 2.166 1.212 -0.24
C -0.825 3.641 -0.150 -0.24
C -1.597 -3.207 0.954 -0.25
C -2.243 -1.006 2.563 -0.23
C -3.479 -1.359 -0.073 -0.24
C 2.970 0.157 -2.206 -0.26
C 2.466 2.449 -0.674 -0.22
C 0.862 1.944 -3.075 -0.27
H 0.291 -1.182 -3.003 0.05
H 1.820 -1.726 -1.107 0.03
H -3.327 2.924 -1.590 0.07
H -3.304 1.136 -1.660 0.04
H -2.071 2.077 -2.544 0.03
H -3.333 3.105 1.084 0.08
H -2.228 2.216 2.163 0.04
H -3.492 1.338 1.241 0.04
H -1.616 4.403 -0.076 0.08
H -0.246 3.830 -1.061 0.03
H -0.172 3.733 0.729 0.04
H -2.510 -3.664 1.365 0.08
H -0.760 -3.406 1.640 0.06
H -1.383 -3.648 -0.027 0.05
H -3.219 -1.427 2.849 0.08
H -2.246 0.077 2.736 0.02
H -1.464 -1.463 3.191 0.06
H -4.142 -2.151 0.304 0.07
H -3.298 -1.531 -1.143 0.05
H -3.973 -0.389 0.055 0.03
H 3.620 0.808 -2.809 0.06
H 2.631 -0.683 -2.823 0.03
H 3.545 -0.227 -1.351 0.07
H 3.164 2.962 -1.354 0.07
H 3.039 1.975 0.137 0.06
H 1.770 3.178 -0.245 0.03
H 1.660 2.349 -3.713 0.04
H 0.182 2.757 -2.797 0.03
H 0.298 1.197 -3.650 0.03
C 2.286 -0.751 -7.105 -0.55
C 1.580 -0.446 -8.282 -0.04
C 1.428 -1.418 -9.274 0.01
C 1.996 -2.689 -9.108 0.04
C 2.740 -2.978 -7.956 0.00
C 2.895 -2.011 -6.964 -0.06
S 2.436 0.394 -5.807 1.02
H 1.554 1.331 -6.253 -0.04
H 1.160 0.553 -8.383 0.12
H 0.865 -1.184 -10.180 0.14
H 1.862 -3.451 -9.879 0.15
H 3.201 -3.958 -7.824 0.14
H 3.475 -2.204 -6.064 0.12
N 2.738 -2.058 1.682 0.09
C 2.473 -0.914 2.365 -0.68
N 1.499 -0.069 2.093 0.05
C 1.460 0.959 3.030 -0.32
C 0.572 2.048 3.059 -0.06
C 0.634 2.967 4.105 -0.07
C 1.564 2.814 5.142 -0.05
C 2.484 1.754 5.122 -0.06
C 2.432 0.853 4.065 -0.46
S 3.494 -0.507 3.755 1.12
H 3.468 -2.640 2.088 0.11
H 1.956 -2.484 1.188 0.07
H -0.148 2.156 2.251 0.04
H -0.041 3.821 4.113 0.11
H 1.585 3.536 5.959 0.12
H 3.241 1.618 5.895 0.12

=====

Record 2
81
Properties=species:S:1:pos:R:3:lowdin_charge:R:1 method="wB97M-V/def2-TZVPD" homo_energy_ev=-4.33 energy_ev=-83498.0924 total_charge=-1
C -0.407 3.051 -2.962 -0.07
C -1.287 2.045 -3.603 -0.28
H 0.473 3.250 -3.575 0.06
H -0.069 2.766 -1.968 0.05
H -0.936 4.009 -2.880 0.10
C -1.193 1.839 -4.922 -0.16
C -0.336 2.614 -5.852 -0.12
H -1.751 1.045 -5.381 0.08
H 0.732 2.414 -5.722 0.07
H -0.517 3.683 -5.731 0.07
H -0.615 2.352 -6.874 0.06
Hg -2.216 1.897 0.741 0.90
Cl -4.487 1.451 1.353 -0.24
C -2.470 -0.703 2.967 -0.33
O -1.541 -0.187 2.297 -0.10
N -2.323 -1.856 3.628 -0.19
C -1.088 -2.609 3.474 -0.04
C -3.467 -2.535 4.200 -0.06
H -3.464 -0.235 3.035 0.06
H -0.207 -1.973 3.613 0.07
H -1.032 -3.067 2.475 0.10
H -1.106 -3.407 4.219 0.08
H -4.178 -1.804 4.588 0.09
H -3.130 -3.185 5.011 0.08
H -3.982 -3.154 3.456 0.09
H 3.024 -1.704 6.855 0.09
H 2.750 0.984 7.233 0.09
C 3.584 -1.407 5.959 -0.05
C 3.356 1.029 6.318 -0.07
N 3.123 -0.123 5.468 -0.21
H 3.466 -2.157 5.178 0.09
C 2.357 -0.032 4.354 -0.31
O 2.102 -0.968 3.594 0.00
H 3.098 1.940 5.768 0.09
H 1.989 1.004 4.180 0.14
H 4.636 -1.319 6.247 0.08
H 4.409 1.065 6.618 0.08
H 3.633 2.741 0.533 0.09
H 3.847 1.576 -1.942 0.09
C 4.613 2.246 0.602 -0.06
C 4.696 1.010 -1.540 -0.05
N 4.625 0.978 -0.099 -0.20
H 4.841 2.061 1.656 0.08
C 4.352 -0.176 0.558 -0.32
O 4.325 -1.303 0.044 -0.03
H 4.656 -0.011 -1.926 0.09
H 4.126 -0.011 1.626 0.13
H 5.368 2.923 0.199 0.08
H 5.616 1.514 -1.847 0.08
O -1.977 1.578 -1.382 -0.44
C -2.364 1.467 -2.695 -0.40
C -2.402 -0.730 -4.049 -0.11
C -3.043 0.161 -3.177 -0.16
H -1.346 -0.578 -4.321 0.07
C -3.065 -1.843 -4.597 -0.09
H -3.172 2.210 -2.581 0.14
C -4.307 -0.206 -2.691 -0.05
H -2.556 -2.465 -5.354 0.10
C -4.365 -2.127 -4.162 -0.12
C -4.963 -1.341 -3.172 -0.09
H -4.730 0.388 -1.896 0.10
H -4.900 -2.939 -4.633 0.08
H -5.945 -1.611 -2.801 0.09
Si 0.085 -1.641 -1.501 0.23
Cl 0.908 -0.170 -2.689 0.43
C 0.073 -2.843 -2.918 -0.26
C -1.794 -1.588 -0.943 -0.17
C 0.917 -1.108 0.054 -0.23
H -0.736 -3.560 -2.706 0.03
H 1.073 -3.302 -2.944 0.02
H -0.147 -2.312 -3.871 0.01
H 1.941 -1.486 0.037 0.00
H 0.420 -1.407 0.987 0.01
H 0.969 -0.009 0.157 0.03
H -2.527 -1.548 -1.755 -0.01
H -2.046 -0.767 -0.248 0.00
H -2.015 -2.531 -0.403 0.03
F -0.403 4.305 0.834 -0.01
C -0.325 2.973 1.163 -0.60
F 0.807 2.511 0.523 -0.01
F -0.060 2.962 2.513 -0.02

=====

Record 3
83
Properties=species:S:1:pos:R:3:lowdin_charge:R:1 method="wB97M-V/def2-TZVPD" homo_energy_ev=-11.85 energy_ev=-77045.2388 total_charge=+1
C -3.481 -2.623 -2.284 0.17
C -2.406 -2.935 -3.002 -0.05
N -1.357 -2.774 -4.068 0.00
C -1.500 -3.428 -5.395 -0.55
Cl -1.624 -2.286 -6.862 0.63
C -1.593 -4.839 -5.651 -0.56
C -1.826 -5.289 -7.203 -0.12
Cl -1.489 -6.026 -4.262 0.62
C -0.292 -1.965 -3.785 -0.21
N 0.675 -1.751 -4.884 0.15
N -0.241 -1.370 -2.451 -0.13
C -0.115 0.116 -2.438 -0.17
C -1.519 0.702 -3.065 -0.16
C -1.695 2.293 -2.863 -0.29
N -1.420 2.785 -1.469 -0.04
C 0.560 -2.093 -1.441 -0.07
C 2.139 -2.457 -2.100 -0.13
C 3.311 -1.255 -1.804 -0.05
O 3.230 -2.717 -1.071 -0.17
H -4.430 -2.297 -1.696 0.10
H -2.878 -4.979 -7.598 0.11
H -0.969 -4.830 -7.845 0.09
H -1.697 -6.440 -7.218 0.09
H 1.151 -2.649 -5.115 0.13
H 1.356 -1.024 -4.596 0.11
H 0.052 0.586 -1.392 0.13
H 0.780 0.461 -3.110 0.13
H -2.354 0.081 -2.531 0.11
H -1.572 0.460 -4.207 0.12
H -2.824 2.521 -3.068 0.13
H -1.126 2.892 -3.692 0.12
H -2.009 3.648 -1.380 0.09
H -0.443 3.164 -1.494 0.08
H 0.783 -1.535 -0.463 0.15
H 0.116 -3.157 -1.260 0.14
H 2.176 -3.032 -3.178 0.15
H 2.398 -0.545 -1.555 0.04
H 3.826 -0.988 -0.825 0.14
C -1.394 0.357 2.261 -0.06
C -2.652 0.217 1.424 -0.23
O -3.786 -0.093 2.244 0.03
C -4.296 0.939 2.945 -0.57
O -3.885 2.080 2.935 0.11
O -5.323 0.477 3.684 0.00
C -5.888 1.451 4.559 -0.04
H -1.239 -0.535 2.875 0.09
H -0.520 0.507 1.623 0.07
H -1.465 1.204 2.948 0.08
H -2.531 -0.617 0.727 0.11
H -2.842 1.112 0.825 0.11
H -6.176 2.353 4.015 0.10
H -5.177 1.690 5.353 0.09
H -6.783 1.022 5.012 0.10
C -3.884 5.034 5.295 -0.06
C -3.650 4.103 6.469 -0.22
O -2.867 4.740 7.487 0.03
C -3.523 5.635 8.252 -0.58
O -4.693 5.934 8.154 0.12
O -2.646 6.163 9.126 0.00
C -3.191 7.208 9.929 -0.05
H -2.934 5.420 4.915 0.08
H -4.407 4.515 4.489 0.07
H -4.483 5.902 5.587 0.08
H -3.079 3.234 6.132 0.12
H -4.591 3.730 6.885 0.12
H -4.099 6.881 10.441 0.10
H -3.391 8.086 9.310 0.10
H -2.448 7.476 10.682 0.09
C 6.618 -3.799 -0.834 -0.06
C 6.574 -2.538 -1.676 -0.22
O 7.802 -1.805 -1.573 0.03
C 8.840 -2.307 -2.271 -0.58
O 8.818 -3.300 -2.965 0.11
O 9.915 -1.531 -2.041 0.00
C 11.115 -2.015 -2.640 -0.05
H 6.881 -3.561 0.201 0.09
H 5.651 -4.307 -0.848 0.07
H 7.376 -4.497 -1.200 0.08
H 5.786 -1.882 -1.303 0.08
H 6.343 -2.757 -2.723 0.13
H 10.982 -2.185 -3.711 0.10
H 11.435 -2.933 -2.140 0.10
H 11.889 -1.258 -2.504 0.10